(1)
Entry from OMol25: C2LiNaO6Tl as an isolated structure at a distorted geometry (ωB97M-V with the def2-TZVPD basis set).

LUMO level (alpha / beta) = -6.787 / -10.887 eV
HOMO-LUMO gap (alpha / beta) = 10.5 / 6.4 eV
Charge = +2
<S²> = 0.76
E = -869.3982 Eh
Spin multiplicity = 2

```
11
C2LiNaO6Tl (ωB97M-V with the def2-TZVPD basis set)
O 0.261 -1.441 -1.281
C 0.889 -1.450 -0.174
O 1.145 -2.503 0.388
O 1.387 -0.315 0.328
Li 0.595 -4.212 0.951
O 0.850 0.789 -0.370
C -0.162 1.412 0.370
O -0.854 2.139 -0.369
O -0.450 1.006 1.492
Na -2.381 2.556 1.511
Tl -1.279 2.020 -2.847
```

These are the Mulliken partial charges, in e, on atoms 1 to 8:
1. O -0.156
2. C 0.797
3. O -0.625
4. O -0.093
5. Li 0.967
6. O -0.178
7. C 0.980
8. O -0.810

(2)
Entry from OMol25: one molecule with the formula C4H5FOS at a distorted geometry (ωB97M-V with the def2-TZVPD basis set).

LUMO level = 0.446 eV
SMILES = O=C(CF)[C@@H]1CS1
HOMO-LUMO gap = 9.6 eV
E = -728.6356 Eh

```
12
C4H5FOS (ωB97M-V with the def2-TZVPD basis set)
O 1.498 1.722 0.050
C 0.983 0.654 0.140
C 1.847 -0.555 -0.382
F 1.121 -1.657 -0.022
C -0.529 0.618 0.495
C -1.241 -0.547 1.080
S -1.861 0.081 -0.677
H 2.802 -0.475 0.321
H 2.202 -0.327 -1.414
H -0.876 1.605 0.993
H -0.811 -1.536 0.850
H -1.977 -0.443 1.891
```

These are the Mulliken partial charges, in e, on atoms 1 to 8:
1. O -0.496
2. C 0.347
3. C -0.158
4. F -0.274
5. C -0.117
6. C -0.642
7. S -0.143
8. H 0.229

(3)
Entry from OMol25: one molecule with the formula C4H6N2 (ωB97M-V with the def2-TZVPD basis set).

LUMO level = 1.176 eV
SMILES = Nc1cc[nH]c1
HOMO-LUMO gap = 8.8 eV
E = -265.5128 Eh

```
12
C4H6N2 (ωB97M-V with the def2-TZVPD basis set)
N 1.799 -0.849 -0.473
C 0.565 -0.303 -0.103
C 0.346 1.050 0.329
C -1.001 1.230 0.423
N -1.636 0.041 0.128
C -0.659 -0.896 -0.207
H 1.814 -1.858 -0.423
H 2.589 -0.460 0.021
H 1.100 1.795 0.543
H -1.577 2.093 0.732
H -2.413 0.071 -0.515
H -0.928 -1.915 -0.455
```

These are the Mulliken partial charges, in e, on atoms 1 to 8:
1. N -0.546
2. C 0.853
3. C -0.555
4. C -0.557
5. N -0.163
6. C -0.812
7. H 0.236
8. H 0.241

(4)
Entry from OMol25: C14H14NO5Rh as an isolated structure at a distorted geometry (ωB97M-V with the def2-TZVPD basis set).

LUMO level (alpha / beta) = -7.034 / -11.279 eV
HOMO-LUMO gap (alpha / beta) = 5.5 / 5.8 eV
Charge = +2
<S²> = 6.04
E = -1082.4545 Eh
Spin multiplicity = 5

```
35
C14H14NO5Rh (ωB97M-V with the def2-TZVPD basis set)
O -3.311 2.003 -5.304
C -2.704 1.857 -4.350
Rh 0.458 1.293 -1.458
O 0.068 0.116 -4.351
C 0.166 0.497 -3.270
C 2.310 0.679 -1.254
O 3.448 0.474 -1.258
C 0.023 2.337 0.237
O -0.028 2.877 1.259
C 1.152 2.943 -2.312
O 1.571 3.900 -2.794
H -0.896 2.254 -1.383
C 0.391 -0.161 2.969
N 1.340 -0.287 1.819
C 2.747 -0.482 2.296
C 0.974 -1.394 0.828
C -0.430 -1.263 0.298
C -1.375 -2.184 0.787
C -2.691 -2.149 0.347
C -3.085 -1.197 -0.587
C -2.134 -0.284 -1.067
C -0.830 -0.311 -0.625
H 0.351 -1.115 3.504
H -0.602 0.112 2.604
H 0.770 0.626 3.629
H 1.283 0.605 1.297
H 2.789 -1.441 2.823
H 3.410 -0.505 1.427
H 3.015 0.340 2.967
H 1.734 -1.351 0.037
H 1.095 -2.333 1.387
H -1.048 -2.931 1.510
H -3.414 -2.864 0.730
H -4.114 -1.137 -0.951
H -2.435 0.479 -1.789
```

These are the Mulliken partial charges, in e, on atoms 1 to 8:
1. O -0.154
2. C 0.152
3. Rh -0.411
4. O -0.172
5. C 0.180
6. C 0.202
7. O -0.209
8. C 0.100

(5)
Entry from OMol25: C45H56AsBFN7SiZn as an isolated structure (ωB97M-V with the def2-TZVPD basis set).

LUMO level = 0.638 eV
HOMO-LUMO gap = 7.9 eV
E = -6561.2073 Eh

```
113
C45H56AsBFN7SiZn (ωB97M-V with the def2-TZVPD basis set)
Zn 0.303 1.325 0.208
C 2.818 -0.864 -2.122
C 3.233 -1.051 -0.665
C 4.484 -1.917 -0.559
C 3.413 0.264 0.037
C 4.618 0.886 0.394
C 4.246 2.022 1.082
N 2.910 2.073 1.126
N 2.382 0.994 0.480
B 2.045 3.001 2.020
N 1.132 2.102 2.897
C 1.097 2.035 4.235
C 0.108 1.150 4.605
C -0.437 0.695 3.394
N 0.178 1.282 2.368
C -1.590 -0.242 3.201
C -2.917 0.500 3.395
C -1.503 -1.454 4.129
N 1.142 3.933 1.182
C 1.065 5.271 1.206
C -0.045 5.652 0.482
C -0.631 4.450 0.050
N 0.114 3.421 0.459
C -1.943 4.251 -0.654
C -3.041 3.951 0.377
C -2.335 5.474 -1.480
H 2.731 -1.832 -2.620
H 3.559 -0.264 -2.659
H 1.851 -0.363 -2.182
H 2.426 -1.577 -0.155
H 5.317 -1.464 -1.104
H 4.290 -2.895 -1.003
H 4.788 -2.064 0.480
H 5.620 0.543 0.197
H 4.840 2.786 1.558
H 2.766 3.663 2.717
H 1.778 2.622 4.831
H -0.177 0.859 5.603
H -1.547 -0.581 2.169
H -2.986 0.893 4.412
H -3.761 -0.179 3.235
H -3.007 1.336 2.699
H -1.630 -1.152 5.173
H -0.543 -1.965 4.037
H -2.294 -2.167 3.886
H 1.798 5.856 1.739
H -0.399 6.655 0.308
H -1.840 3.387 -1.312
H -3.168 4.805 1.049
H -2.790 3.079 0.979
H -3.995 3.764 -0.124
H -2.556 6.323 -0.828
H -3.233 5.258 -2.061
H -1.547 5.772 -2.172
C 1.264 0.915 -4.403
Si 0.714 2.022 -2.970
C 2.228 2.840 -2.244
C -0.306 3.413 -3.712
N -0.184 1.186 -1.733
C -1.434 0.697 -2.058
C -1.888 0.407 -3.368
C -3.169 -0.053 -3.634
C -4.089 -0.252 -2.615
C -3.695 0.026 -1.313
C -2.416 0.468 -1.082
F -2.076 0.755 0.219
H 2.351 0.955 -4.526
H 0.817 1.249 -5.345
H 0.988 -0.132 -4.252
H 2.639 3.519 -3.002
H 3.013 2.128 -1.976
H 1.987 3.439 -1.360
H 0.073 3.672 -4.706
H -0.233 4.304 -3.086
H -1.364 3.153 -3.815
H -1.203 0.545 -4.196
H -3.451 -0.254 -4.661
H -5.089 -0.608 -2.823
H -4.376 -0.088 -0.480
C 1.206 -4.327 -3.576
C 1.828 -4.627 -2.373
C 1.414 -4.009 -1.197
C 0.371 -3.091 -1.221
C -0.247 -2.786 -2.434
C 0.166 -3.403 -3.605
As -0.299 -2.119 0.335
C -1.941 -3.176 0.566
C -3.097 -2.525 0.991
C -4.297 -3.213 1.120
C -4.356 -4.566 0.819
C -3.212 -5.223 0.381
C -2.017 -4.531 0.247
C 0.810 -2.856 1.771
C 1.685 -1.964 2.393
C 2.515 -2.384 3.425
C 2.473 -3.704 3.854
C 1.593 -4.596 3.253
C 0.766 -4.175 2.220
H 1.532 -4.808 -4.491
H 2.643 -5.342 -2.346
H 1.916 -4.241 -0.264
H -1.051 -2.056 -2.464
H -0.318 -3.157 -4.543
H -3.061 -1.472 1.233
H -5.188 -2.687 1.442
H -5.290 -5.105 0.914
H -3.252 -6.276 0.132
H -1.151 -5.048 -0.148
H 1.710 -0.927 2.079
H 3.185 -1.675 3.896
H 3.115 -4.035 4.661
H 1.547 -5.624 3.590
H 0.070 -4.880 1.784
```

These are the Mulliken partial charges, in e, on atoms 1 to 8:
1. Zn 1.719
2. C -0.796
3. C 3.267
4. C -2.380
5. C -0.815
6. C -1.177
7. C -0.830
8. N 0.299

(6)
Entry from OMol25: C4H7ClNO4PZn as an isolated structure at a distorted geometry (ωB97M-V with the def2-TZVPD basis set).

LUMO level = -13.010 eV
HOMO-LUMO gap = 2.5 eV
Charge = +2
E = -3092.3019 Eh

```
19
C4H7ClNO4PZn (ωB97M-V with the def2-TZVPD basis set)
O 0.776 2.735 0.338
C 0.225 1.872 -0.361
N -1.226 1.766 -0.627
P -2.185 1.644 0.837
O -1.699 0.178 1.587
Cl -1.784 3.168 2.198
O 1.066 0.924 -1.015
C 1.493 -0.123 -0.102
C 0.784 -1.511 -0.837
C 1.745 -2.883 -0.760
O 0.423 -2.626 0.109
H -1.336 0.838 -1.104
H -1.632 0.442 2.549
H 0.989 -0.109 0.917
H 2.612 -0.316 -0.086
H 0.137 -1.343 -1.831
H 2.632 -2.803 -0.053
H 1.267 -3.845 -1.135
Zn -4.286 1.994 -0.623
```

These are the Mulliken partial charges, in e, on atoms 1 to 8:
1. O -0.374
2. C 0.302
3. N -0.261
4. P 0.866
5. O -0.349
6. Cl 0.025
7. O -0.301
8. C -0.244

(7)
Entry from OMol25: a 2-piece molecular cluster, C6H18N3 overall at a distorted geometry (ωB97M-V with the def2-TZVPD basis set).

LUMO level = -3.163 eV
HOMO-LUMO gap = 10.6 eV
Charge = +1
E = -403.3795 Eh

```
27
C6H18N3 (ωB97M-V with the def2-TZVPD basis set)
C -0.919 1.421 -0.726
C -1.443 2.611 -1.423
C -1.617 1.253 0.713
C -1.151 0.196 -1.599
H 0.289 1.604 -0.697
H -1.235 3.507 -0.777
H -2.559 2.717 -1.614
H -2.625 0.979 0.420
H -0.974 0.335 1.050
H -1.639 2.087 1.401
H -1.320 0.283 -2.709
H -0.430 -0.555 -1.645
H -1.983 -0.507 -1.397
H -0.998 2.791 -2.403
C 0.626 -2.794 -0.183
C 1.200 -0.754 0.817
N 1.084 -1.469 -0.304
N 0.810 -1.048 2.108
N 1.705 0.563 0.743
H 1.066 -1.018 -1.123
H 0.140 -1.755 2.334
H 1.199 -0.491 2.872
H 2.361 0.800 -0.066
H 1.982 0.941 1.616
H -0.455 -2.755 -0.033
H 1.079 -3.493 0.509
H 0.737 -3.398 -1.175
```

These are the Mulliken partial charges, in e, on atoms 1 to 8:
1. C 1.457
2. C -1.595
3. C -1.174
4. C -1.291
5. H -0.123
6. H 0.364
7. H 0.331
8. H 0.381